# 1
Entry from OMol25: a structure of composition C33H35N15O6PSc (wB97M-V/def2-TZVPD).

The value obtained for the HOMO-LUMO gap is 7.25 eV. The energy above the lowest of the compared OMol25 structures with the same formula, charge and spin is 0.00 kcal/mol. The value obtained for the total energy is -3653.44059 Ha.

Last column: Löwdin charge in e.
Element x y z (Å)
Sc -0.10907 0.01979 0.61584  0.86
N -0.20091 1.49651 -3.00986  0.23
C -0.24788 2.17375 -1.68902  -0.34
C 1.00221 2.94373 -1.32258  -0.09
C 0.96306 3.28241 0.17732  -0.33
N 1.12475 2.07165 1.00232  0.01
C -0.35176 3.97451 0.53719  -0.10
C -1.59362 3.20646 0.08714  -0.32
N -1.69186 1.93406 0.83929  0.03
C -1.53070 2.94044 -1.42762  -0.07
H 0.63947 0.90981 -3.06054  0.13
H -0.19923 2.14133 -3.79666  0.17
H -1.04711 0.79062 -3.06923  0.10
H -0.33096 1.33646 -1.02919  0.04
H 1.07624 3.87498 -1.89326  0.13
H 1.88078 2.33197 -1.53831  0.10
H 1.77962 3.98460 0.37564  0.14
H 0.99187 2.30227 1.98690  0.06
H 2.04472 1.66170 0.87699  0.07
H -0.37020 4.95906 0.06281  0.13
H -0.39218 4.14252 1.61669  0.13
H -2.47035 3.82821 0.29022  0.15
H -2.61278 1.52749 0.70119  0.11
H -1.59290 2.12470 1.83794  0.07
H -1.55181 3.89511 -1.96195  0.13
H -2.39378 2.35142 -1.74806  0.13
N -0.46538 -2.08932 3.64341  0.16
C -0.43968 -0.73011 3.80566  -0.45
N -0.60129 -0.14069 4.98221  0.04
N -0.49530 1.16820 4.72034  -0.07
N -0.28338 1.36761 3.47032  -0.12
N -0.24116 0.15887 2.82907  -0.07
C -0.49958 -2.71134 2.41852  -0.46
N -0.62454 -4.01596 2.25577  0.06
N -0.61954 -4.18100 0.91945  -0.04
N -0.46677 -3.05658 0.31980  -0.05
N -0.39431 -2.06905 1.25381  -0.06
H -0.68178 -2.64394 4.45445  0.15
N 1.51307 -0.28919 -0.46595  -0.30
P 2.34758 -1.33149 -1.25684  0.77
C 4.02972 -0.74228 -1.63948  -0.29
C 4.39902 0.53994 -1.25415  -0.09
C 5.67277 1.02204 -1.52691  -0.08
C 6.58589 0.21793 -2.19143  -0.08
C 6.22726 -1.06888 -2.57487  -0.07
C 4.95663 -1.54726 -2.29855  -0.08
C 2.61509 -2.91917 -0.42977  -0.30
C 2.76001 -4.12272 -1.11211  -0.09
C 2.92295 -5.30815 -0.40976  -0.07
C 2.93995 -5.29686 0.97612  -0.07
C 2.81142 -4.09725 1.66338  -0.08
C 2.65395 -2.91392 0.96305  -0.10
C 1.63882 -1.73390 -2.88447  -0.29
C 2.07856 -1.09920 -4.04507  -0.10
C 1.43723 -1.32922 -5.25748  -0.09
C 0.36985 -2.21302 -5.31938  -0.07
C -0.06570 -2.85716 -4.16727  -0.06
C 0.54995 -2.60772 -2.95034  -0.08
H 3.68020 1.14620 -0.71723  0.07
H 5.95376 2.02007 -1.21527  0.10
H 7.58038 0.58803 -2.40468  0.10
H 6.94258 -1.70203 -3.08352  0.11
H 4.68804 -2.55608 -2.58944  0.11
H 2.71699 -4.14822 -2.19455  0.10
H 3.01354 -6.24351 -0.94646  0.10
H 3.03803 -6.22526 1.52321  0.11
H 2.81127 -4.08823 2.74540  0.11
H 2.52764 -1.97895 1.49594  0.10
H 2.94564 -0.44675 -4.01186  0.10
H 1.79166 -0.84064 -6.15675  0.10
H -0.11902 -2.40932 -6.26499  0.11
H -0.89089 -3.55664 -4.22176  0.10
H 0.18916 -3.08221 -2.04284  0.09
O -2.10194 -0.30106 -2.94604  0.02
C -2.19017 -0.82123 -1.81294  -0.52
O -1.67369 -0.32286 -0.77166  -0.11
C -2.95836 -2.09562 -1.66002  -0.09
C -3.29485 -2.82921 -2.78667  0.07
C -3.91737 -4.05152 -2.61858  -0.10
C -4.25238 -4.55809 -1.37744  0.10
C -3.92880 -3.77986 -0.28395  -0.10
C -3.27666 -2.57034 -0.39554  0.06
N -4.28398 -4.26725 1.06589  -0.34
O -4.10221 -3.50940 1.99335  0.09
O -4.74849 -5.38356 1.14820  0.09
N -4.22118 -4.85815 -3.81725  -0.35
O -3.76522 -4.47501 -4.87705  0.08
O -4.88930 -5.85798 -3.66751  0.09
H -3.05480 -2.45958 -3.77187  0.13
H -4.73844 -5.51455 -1.26493  0.14
H -3.00672 -2.01931 0.49193  0.12

=====

# 2
Entry from OMol25: the molecule C20H18N4O4 (wB97M-V/def2-TZVPD).

The value obtained for the HOMO-LUMO gap is 8.67 eV. The energy above the lowest of the compared OMol25 structures with the same formula, charge and spin is 0.00 kcal/mol. The SMILES is COC(=O)c1cnn(-c2ccc(C(=O)Nc3ccc(C(C)=O)cc3)cc2)c1N. The value obtained for the total energy is -1292.97253 Ha.

Last column: Löwdin charge in e.
Element x y z (Å)
C -7.72654 -1.62896 -0.15951  -0.05
O -6.55058 -1.07719 0.40874  -0.03
C -5.58544 -0.73810 -0.45962  -0.46
O -5.69099 -0.88193 -1.66464  0.08
C -4.42092 -0.16734 0.17766  -0.07
C -4.14512 0.14862 1.52830  -0.07
N -2.98523 0.73237 1.65053  0.09
N -2.44954 0.80476 0.40328  -0.03
C -1.18714 1.37848 0.23090  -0.17
C -0.78746 2.38236 1.11046  0.01
C 0.45327 2.96704 0.96802  0.00
C 1.32204 2.54015 -0.03276  -0.17
C 2.62806 3.23357 -0.20593  -0.43
O 2.72616 4.44243 -0.21741  0.09
N 3.73145 2.45220 -0.42702  0.14
C 3.92465 1.08539 -0.24638  -0.24
C 4.89287 0.44072 -1.01854  -0.01
C 5.11700 -0.90843 -0.86510  -0.01
C 4.39312 -1.65784 0.06528  -0.16
C 4.68590 -3.10938 0.16410  -0.41
C 3.87987 -3.90766 1.15914  -0.02
O 5.53458 -3.62783 -0.52761  0.08
C 3.44949 -1.00207 0.85533  -0.01
C 3.22232 0.35086 0.70940  -0.01
C 0.92000 1.53480 -0.90707  -0.02
C -0.32565 0.95172 -0.77704  0.00
C -3.29439 0.28195 -0.52237  -0.23
N -3.06707 0.18353 -1.85595  0.17
H -8.37565 -1.88398 0.67411  0.09
H -7.48525 -2.51879 -0.74525  0.10
H -8.21161 -0.90069 -0.81350  0.10
H -4.76241 -0.03427 2.38388  0.12
H -1.46392 2.68341 1.89396  0.11
H 0.76629 3.75858 1.63153  0.13
H 4.54122 2.97428 -0.74290  0.16
H 5.46049 1.00830 -1.74175  0.12
H 5.85740 -1.41684 -1.46427  0.12
H 2.81895 -3.83177 0.93179  0.09
H 4.18514 -4.94975 1.11112  0.08
H 4.04961 -3.53076 2.16537  0.09
H 2.88963 -1.53905 1.60424  0.11
H 2.50750 0.84432 1.34847  0.12
H 1.58149 1.20504 -1.69437  0.13
H -0.61210 0.14586 -1.43388  0.11
H -2.51187 0.89906 -2.29832  0.10
H -3.89961 -0.11714 -2.35439  0.09

=====

# 3
Entry from OMol25: a structure of composition C34H34As2BrMoN2O6 at a distorted geometry (wB97M-V/def2-TZVPD).

The value obtained for the HOMO-LUMO gap (alpha / beta) is 6.53 / 6.59 eV. The energy above the lowest of the compared OMol25 structures with the same formula, charge and spin is 42.73 kcal/mol. The charge is +1. The value obtained for the total energy is -8990.57368 Ha.

Last column: Löwdin charge in e.
Element x y z (Å)
Mo -0.97477 -0.42024 0.28492  1.59
Br -8.06400 -1.15066 -0.30414  0.77
C -6.19549 -1.42967 -0.16378  -0.67
C -5.55252 -2.22856 -1.11293  -0.08
C -4.18579 -2.39995 -1.04682  0.02
C -3.42419 -1.73501 -0.07833  -0.27
O -2.09889 -1.76637 -0.09655  -0.29
C -4.09622 -0.97394 0.92680  -0.13
C -3.38022 -0.42497 2.02980  0.01
N -2.07956 -0.33002 1.98752  -0.05
C -1.25641 -0.21322 3.09433  -0.19
C -1.54138 0.36909 4.32083  0.03
C -0.62294 0.24208 5.36158  -0.04
C 0.51297 -0.52415 5.22453  0.00
C 0.81352 -1.15999 4.00408  -0.15
C 1.88509 -2.05787 3.80680  0.03
C 2.02637 -2.65780 2.56840  -0.02
C 1.18571 -2.31608 1.52321  -0.08
N 0.18215 -1.42566 1.64657  -0.05
C -0.04250 -0.91506 2.90261  -0.14
C -5.49246 -0.84791 0.86587  -0.05
H -6.11924 -2.70152 -1.90210  0.11
H -3.68741 -3.02996 -1.77193  0.12
H -3.92623 -0.17566 2.93609  0.15
H -2.45145 0.93178 4.45463  0.13
H -0.82528 0.72841 6.30305  0.12
H 1.18663 -0.66348 6.05440  0.12
H 2.55748 -2.28440 4.61859  0.13
H 2.80463 -3.37965 2.38384  0.12
H 1.31917 -2.76577 0.54255  0.10
H -5.98802 -0.23711 1.60581  0.12
O -3.12386 1.83053 0.66348  0.08
C -2.41797 1.77564 -0.32472  -0.60
O -2.19394 0.68083 -0.97213  -0.18
C -1.75762 3.04367 -0.87115  -0.08
C -1.26544 2.84540 -2.31766  -0.25
C -0.94643 4.22994 -2.90715  -0.08
C 0.40866 4.51937 -2.23768  -0.08
C 0.56519 3.28086 -1.34340  -0.27
O 0.00766 2.24034 -2.11893  -0.10
C -0.42331 3.38133 -0.14780  -0.07
C 0.01661 2.40118 0.93017  -0.52
O 0.62097 2.74287 1.92154  0.14
O -0.22484 1.13456 0.68055  -0.32
H -2.47669 3.85474 -0.75580  0.16
H -1.89878 2.20251 -2.92615  0.16
H -1.71206 4.95909 -2.64986  0.12
H -0.85737 4.18661 -3.99100  0.12
H 0.43026 5.44353 -1.66877  0.12
H 1.21035 4.54180 -2.97468  0.12
H 1.59185 3.04956 -1.06382  0.11
H -0.42054 4.37562 0.29964  0.17
C -0.51770 -2.81206 -2.34924  -0.28
As 0.38566 -1.17547 -1.74646  1.14
C 0.49008 -0.33398 -3.51484  -0.25
C 2.27252 -1.77612 -1.60842  -0.42
C 2.67935 -2.93237 -2.27257  -0.11
C 3.98569 -3.38350 -2.18882  -0.07
C 4.91257 -2.66572 -1.45257  -0.07
C 4.52006 -1.50967 -0.79938  -0.11
C 3.20720 -1.05562 -0.85503  -0.43
As 2.61629 0.63538 -0.02879  1.21
C 4.06537 1.79887 -0.75033  -0.29
C 3.40745 0.48313 1.77710  -0.27
H -0.11162 -3.24189 -3.26959  0.04
H -1.55289 -2.51604 -2.54279  0.02
H -0.51936 -3.57256 -1.56190  0.04
H 0.95573 -1.03797 -4.21405  0.04
H 1.06830 0.58925 -3.47747  0.02
H -0.52585 -0.09832 -3.84046  0.04
H 1.97311 -3.48494 -2.87947  0.09
H 4.27641 -4.28656 -2.70291  0.11
H 5.93878 -2.99920 -1.40820  0.11
H 5.25315 -0.94354 -0.23633  0.10
H 5.05168 1.50919 -0.39351  0.02
H 3.87286 2.82445 -0.42140  0.02
H 4.05497 1.77929 -1.84010  0.03
H 4.32970 -0.09702 1.78062  0.03
H 2.69341 0.03495 2.46310  -0.01
H 3.61565 1.49135 2.13891  0.04